ORCA calculation (ωB97M-V/def2-TZVPD) on C33H93F6NO20S2V as an isolated structure in a non-equilibrium geometry.

```
156
Properties=species:S:1:pos:R:3:lowdin_spin:R:1
V -2.583 0.455 1.521 2.830
S 0.067 0.122 -0.845 0.005
S -0.439 2.281 0.480 0.008
F 0.688 2.959 2.760 0.001
F 1.459 1.114 1.980 0.000
F -1.199 -2.143 -0.686 0.002
F 2.005 3.010 1.047 0.000
F 0.757 -2.255 -1.641 0.000
F 0.642 -2.046 0.497 0.000
O -0.043 2.891 -0.762 0.004
O -0.517 0.358 -2.136 0.003
O -1.603 1.003 3.485 0.026
O 2.367 7.719 -1.066 0.000
O -1.538 2.897 1.203 0.009
O 2.624 -4.690 -4.986 0.000
O 1.473 0.459 -0.791 -0.001
O 4.208 -2.183 -4.665 0.000
O -3.807 0.326 -0.270 0.031
O -2.406 -3.392 -6.624 0.000
O 6.968 0.367 -0.947 0.000
O -2.322 -6.872 -1.141 0.000
O -5.140 -1.946 -0.012 0.000
O 1.315 -3.350 3.980 0.000
O -1.525 3.498 4.690 0.000
O -3.246 -1.488 2.103 0.028
O 2.732 2.058 -4.964 0.000
O 2.076 6.840 3.838 0.000
O 3.828 -4.217 2.819 0.000
O -5.042 4.244 1.590 0.001
N -0.825 0.591 0.397 0.029
C -2.893 3.606 5.137 0.000
C -0.615 -5.204 -0.960 0.000
C 5.001 0.689 0.333 0.000
C -3.965 5.155 1.841 0.000
C 0.037 -3.313 3.339 0.000
C 2.772 5.611 3.597 0.000
C 2.088 -1.131 -4.885 0.000
C -3.973 2.438 -1.410 0.001
C 1.060 2.325 1.654 0.002
C -4.257 -3.489 -1.731 0.000
C 3.282 -1.346 -3.960 0.000
C -1.520 -2.673 -5.766 0.000
C 0.066 -1.732 -0.645 0.001
C -3.480 5.788 0.565 0.000
C 2.797 4.811 4.872 0.000
C -1.258 -0.557 5.367 0.000
C -1.732 -5.943 -0.239 0.000
C -0.188 -4.567 2.531 0.000
C -2.745 -2.776 2.327 0.003
C -0.711 0.066 4.093 0.005
C -2.900 4.349 6.469 0.000
C -5.353 -3.159 -0.734 0.000
C 1.682 3.838 -3.667 0.000
C 5.541 0.443 -1.065 0.000
C -1.224 -3.514 -4.540 0.000
C 3.831 -4.292 1.407 0.000
C 1.263 6.932 -1.520 0.000
C 1.842 2.356 -3.884 0.000
C 3.489 -2.922 0.800 0.000
C 0.823 6.083 -0.337 0.000
C 2.699 -5.540 -3.860 0.000
C 3.129 -4.764 -2.620 0.000
C -3.881 0.934 -1.570 0.001
H -3.194 5.060 -0.195 0.000
H -6.352 -3.169 -1.166 0.000
H 2.066 1.779 -2.983 0.000
H 0.219 0.618 4.267 0.001
H 5.193 -0.173 0.970 0.000
H 3.190 3.801 4.740 0.000
H -4.782 0.559 -2.059 0.000
H 0.392 6.732 0.426 0.000
H 1.346 4.327 -4.584 0.000
H 5.449 1.572 0.796 0.000
H 1.538 -2.068 -4.995 0.000
H -0.788 -2.869 -3.771 0.000
H -3.545 3.955 4.337 0.000
H -1.115 4.369 4.709 0.000
H 3.316 -5.417 -1.769 0.000
H -0.502 -4.308 -4.729 0.000
H 0.124 5.282 -0.561 0.000
H 2.374 -4.000 -2.426 0.000
H 0.874 1.921 -4.164 0.000
H -1.210 -4.757 2.223 0.000
H 3.789 5.904 3.317 0.000
H 0.961 3.926 -2.854 0.000
H -0.075 -2.374 2.800 0.000
H 0.085 -5.954 -1.330 0.000
H 2.632 8.295 -1.788 0.000
H 2.454 -2.760 1.034 0.000
H -4.222 -0.563 -0.376 0.002
H 1.782 4.604 5.225 0.000
H 4.128 -2.147 1.214 0.000
H 1.460 -0.309 -4.534 0.000
H -1.781 -2.913 1.850 0.000
H -4.228 5.930 2.571 0.000
H -0.745 -3.263 4.104 0.000
H 1.587 6.296 -2.348 0.000
H 3.942 0.956 0.319 0.000
H -3.208 2.576 5.326 0.000
H -4.150 -2.768 -2.543 0.000
H 1.801 -6.132 -3.655 0.000
H 7.341 -0.144 -1.670 0.000
H -2.640 -2.994 3.394 0.001
H -3.427 -3.524 1.892 0.000
H 3.084 -5.043 1.128 0.000
H -5.770 4.775 1.249 0.000
H 2.334 5.075 2.751 0.000
H -3.150 -7.184 -0.765 0.000
H -2.975 0.686 -2.126 0.000
H -1.557 0.204 6.089 0.000
H 4.799 -4.595 1.008 0.000
H -0.509 -2.540 -6.166 0.000
H 3.791 -3.042 -4.822 0.000
H 2.370 -0.867 -5.906 0.000
H -0.428 -1.128 5.791 0.000
H 4.075 -4.242 -2.784 0.000
H 2.329 7.454 3.142 0.000
H -1.485 1.811 4.018 0.000
H -4.534 -2.153 0.727 0.000
H -1.927 -1.686 -5.543 0.000
H -3.193 4.545 2.311 0.000
H -4.000 2.911 -2.392 0.000
H 5.366 1.329 -1.681 0.000
H 0.492 7.596 -1.925 0.000
H 3.569 -2.972 -0.289 0.000
H 2.284 1.539 -5.632 0.000
H -3.304 -3.809 -1.312 0.000
H 0.105 -5.454 3.098 0.000
H -0.125 -4.564 -0.233 0.000
H -4.542 -4.408 -2.262 0.000
H -3.785 4.112 7.061 0.000
H 2.988 -1.816 -3.018 0.000
H -0.377 -0.739 3.445 0.001
H -1.008 -4.650 -1.811 0.000
H 1.388 -2.556 4.517 0.000
H -3.134 -2.807 -6.840 0.000
H 2.924 -4.053 3.146 0.000
H 5.140 -0.475 -1.496 0.000
H 3.350 5.351 5.638 0.000
H 1.777 5.659 -0.019 0.000
H 3.836 -0.430 -3.762 0.000
H 2.556 -5.218 -5.786 0.000
H -4.208 6.489 0.153 0.000
H -2.814 5.422 6.295 0.000
H -5.365 -3.980 -0.006 0.000
H -1.398 -6.444 0.678 0.000
H -2.560 6.357 0.735 0.000
H 2.613 4.359 -3.435 0.000
H 3.462 -6.318 -4.005 0.000
H -2.054 4.020 7.071 0.000
H -2.111 -1.205 5.173 0.000
H -2.119 -3.956 -4.097 0.000
H 0.413 -4.608 1.621 0.000
H -4.787 2.771 -0.767 0.000
H -2.520 -5.274 0.135 0.000
H -3.065 2.781 -0.905 0.001
```

As for the LUMO energy (spin up / spin down): 0.2 / 0.2 eV. The calculation puts the HOMO energy (spin up / spin down) at -0.31325 / -0.34307 Eh. Its spin multiplicity is 4. The frontier orbital gap (spin up / spin down) is 0.322 / 0.349 hartree. As for the energy above the lowest of the compared OMol25 structures with the same formula, charge and spin: 23.1 kcal/mol. As for the net charge: 0.

***

ORCA calculation (ωB97M-V/def2-TZVPD) on a 3-piece molecular cluster, C4H10O3 overall in a non-equilibrium geometry.

```
17
Properties=species:S:1:pos:R:3:nbo_charge:R:1
O -2.563 -0.831 -0.922 -0.966
O 0.763 1.379 -1.629 -0.695
O -1.305 -2.890 1.108 -0.940
C 1.819 -0.435 -0.624 -0.423
C 0.302 2.626 0.904 -0.399
C 1.275 0.775 -0.482 0.227
C 0.730 1.328 0.771 -0.230
H 0.290 3.195 -0.058 0.205
H -0.387 2.871 1.742 0.218
H 0.980 0.737 1.816 0.206
H 2.458 -0.698 -1.514 0.217
H -1.392 -3.784 1.216 0.470
H 1.653 -1.096 0.232 0.199
H -2.196 -1.695 -0.672 0.494
H 1.479 1.945 -1.954 0.473
H -0.610 -2.555 1.598 0.473
H -3.295 -0.873 -1.533 0.471
```

As for the LUMO energy: 0.6 eV. The calculation puts the HOMO energy at -0.31200 Eh. The frontier orbital gap is 0.334 hartree. As for the energy above the lowest of the compared OMol25 structures with the same formula, charge and spin: 84.4 kcal/mol. As for the net charge: 0.

***

ORCA calculation (ωB97M-V/def2-TZVPD) on a 2-piece molecular cluster, C11H19N2 overall.

```
32
Properties=species:S:1:pos:R:3:nbo_charge:R:1
N 1.868 0.740 -0.445 -0.502
N -2.584 0.013 0.696 -0.452
C -2.532 1.578 2.512 -0.255
C -3.788 0.479 0.371 0.039
C 3.658 -0.793 -1.233 -0.648
C 2.715 -0.480 -0.086 -0.029
C 1.745 -1.589 0.285 -0.426
C -1.983 0.559 1.752 0.012
C 0.887 0.525 -1.580 -0.216
C 0.809 -1.951 -0.863 -0.410
C -3.783 2.060 2.157 -0.155
C 0.048 -0.728 -1.376 -0.459
C -4.424 1.498 1.067 -0.243
H 1.362 -2.437 -1.670 0.214
H 4.194 -1.716 -1.011 0.256
H 1.335 1.009 0.384 0.429
H -5.404 1.834 0.757 0.233
H 2.325 -2.453 0.614 0.249
H 3.133 -0.950 -2.174 0.223
H -2.000 1.972 3.367 0.227
H -1.015 0.142 2.024 0.171
H 1.481 0.515 -2.493 0.219
H -4.271 0.014 -0.480 0.202
H 1.167 -1.278 1.164 0.212
H 4.397 -0.003 -1.380 0.230
H -0.788 -0.488 -0.713 0.262
H -0.398 -0.954 -2.347 0.247
H 0.080 -2.680 -0.508 0.247
H 0.262 1.419 -1.593 0.233
H -4.251 2.854 2.725 0.231
H 3.290 -0.160 0.785 0.226
H 2.475 1.525 -0.674 0.432
```

As for the LUMO energy: -3.0 eV. The calculation puts the HOMO energy at -0.45800 Eh. The frontier orbital gap is 0.347 hartree. As for the energy above the lowest of the compared OMol25 structures with the same formula, charge and spin: 0.0 kcal/mol. As for the net charge: +1.

***

ORCA calculation (ωB97M-V/def2-TZVPD) on an isolated molecule of C5H12N2O in a non-equilibrium geometry.

```
20
Properties=species:S:1:pos:R:3:nbo_charge:R:1
O -0.283 1.614 -1.290 -0.725
N 1.846 0.317 2.177 -0.627
N 0.535 -1.821 -0.067 -0.851
C -0.244 0.861 0.957 -0.512
C -1.864 -0.139 -0.691 -0.640
C 1.231 0.915 1.251 0.155
C 0.629 -0.648 -0.913 -0.250
C -0.472 0.459 -0.505 0.270
H -1.894 -1.109 -0.201 0.238
H 1.001 -2.609 -0.503 0.366
H 1.803 1.592 0.621 0.176
H -0.671 1.852 1.101 0.243
H -2.070 -0.282 -1.757 0.201
H 1.633 -0.208 -0.998 0.185
H 0.995 -1.652 0.818 0.362
H 0.353 -0.946 -1.929 0.184
H -0.728 0.127 1.612 0.217
H 1.248 -0.233 2.797 0.324
H -2.621 0.516 -0.265 0.214
H -0.426 1.392 -2.214 0.469
```

As for the LUMO energy: 0.9 eV. The calculation puts the HOMO energy at -0.34514 Eh. The frontier orbital gap is 0.377 hartree. As for the energy above the lowest of the compared OMol25 structures with the same formula, charge and spin: 38.2 kcal/mol. As for the net charge: 0.

***

ORCA calculation (ωB97M-V/def2-TZVPD) on an isolated molecule of C27H24N6O6 in a non-equilibrium geometry.

```
63
Properties=species:S:1:pos:R:3:nbo_charge:R:1
O 3.682 -6.291 2.691 -0.364
O 3.336 -4.130 1.215 -0.475
O 2.312 -2.126 2.561 -0.493
O -4.201 3.113 1.262 -0.637
O 5.364 -4.352 0.225 -0.573
O -4.897 6.755 -1.387 -0.635
N -1.662 2.631 -0.415 -0.327
N -1.150 4.036 -2.088 -0.538
N -3.045 5.527 -1.835 -0.410
N 0.314 2.248 -1.744 -0.409
N 0.747 1.192 -1.053 -0.223
N -4.523 4.933 -0.093 -0.452
C 1.952 -0.834 0.529 -0.288
C 1.612 0.412 -1.573 0.043
C -1.591 -2.283 -1.588 -0.221
C 2.716 -1.783 -1.551 -0.198
C -2.296 4.446 -1.501 0.377
C 5.370 -7.723 2.932 -0.327
C 4.108 -7.380 3.330 0.128
C -1.187 -2.189 -0.267 -0.199
C 4.671 -5.906 1.857 0.123
C -2.065 -1.159 -2.240 -0.219
C -2.639 6.391 -2.921 -0.413
C -3.817 3.801 0.330 0.652
C -4.198 5.800 -1.125 0.794
C 2.977 -3.006 0.492 0.226
C 4.521 -4.728 1.002 0.751
C 3.138 -2.914 -0.878 -0.224
C -2.650 3.601 -0.462 -0.107
C -1.673 0.170 -0.274 -0.023
C -2.112 0.060 -1.586 -0.178
C 2.389 -1.951 1.218 0.342
C -1.668 1.488 0.462 -0.241
C -1.234 -0.972 0.383 -0.205
C -5.745 5.265 0.622 -0.416
C 2.104 -0.743 -0.857 -0.076
C 5.741 -6.764 1.970 -0.217
C -0.800 2.948 -1.410 0.557
C 1.775 -1.088 3.343 -0.249
H 5.953 -8.550 3.280 0.234
H 1.846 -1.431 4.374 0.205
H -0.792 1.530 1.117 0.215
H -2.401 -1.228 -3.264 0.213
H 0.722 2.487 -2.649 0.388
H -0.930 -0.903 1.417 0.203
H -0.826 -3.064 0.253 0.217
H -2.488 0.928 -2.109 0.204
H 2.346 -0.161 3.229 0.179
H 1.987 0.571 -2.590 0.162
H 3.601 -3.727 -1.414 0.240
H -2.570 1.580 1.079 0.271
H 0.725 -0.901 3.098 0.172
H 2.843 -1.718 -2.621 0.214
H -1.544 -3.230 -2.104 0.215
H 1.501 0.000 1.037 0.233
H -5.884 4.514 1.396 0.243
H -3.359 7.204 -2.985 0.250
H -5.657 6.257 1.063 0.212
H 6.660 -6.697 1.426 0.242
H -6.589 5.263 -0.067 0.212
H -2.621 5.827 -3.854 0.207
H 3.441 -7.827 4.041 0.207
H -1.641 6.780 -2.725 0.210
```

As for the LUMO energy: 0.1 eV. The calculation puts the HOMO energy at -0.28043 Eh. The frontier orbital gap is 0.284 hartree. As for the energy above the lowest of the compared OMol25 structures with the same formula, charge and spin: 0.6 kcal/mol. As for the net charge: 0.

***

ORCA calculation (ωB97M-V/def2-TZVPD) on C55H48BrN6O2P2Pt as an isolated structure in a non-equilibrium geometry.

```
115
Properties=species:S:1:pos:R:3:lowdin_spin:R:1
Pt 0.682 -1.462 -0.453 1.425
Br 5.339 -0.985 2.097 0.002
P 0.146 1.406 0.586 0.349
P -1.847 1.986 -1.373 0.267
O 1.026 -2.547 1.464 0.154
O 2.460 -1.027 0.850 0.068
N -1.432 3.808 0.710 0.322
N 3.787 -1.973 -3.318 0.001
N 2.339 -2.206 -1.685 0.146
N 0.381 -0.624 -2.806 0.076
N -1.887 -3.570 -3.026 0.004
N -0.886 -2.595 -1.341 0.061
C 3.630 -3.985 -0.401 0.001
C -2.986 -6.031 -0.463 0.000
C -2.187 3.616 -0.539 0.055
C 3.411 -3.072 -1.427 0.012
C 1.923 1.597 0.962 0.079
C -1.461 2.248 -5.434 -0.001
C -2.233 -0.136 4.206 0.001
C -1.581 -4.264 0.441 0.001
C -4.526 1.690 -2.159 0.011
C -2.076 -0.930 3.079 0.002
C -4.792 -0.712 -0.753 0.000
C -1.527 6.259 3.426 0.012
C -1.116 -2.545 -2.626 0.011
C -0.170 3.241 -3.180 0.015
C 4.593 2.145 1.419 0.005
C 2.785 1.769 -0.116 0.008
C -1.012 1.645 3.142 0.008
C -5.739 1.023 -2.140 0.003
C -2.923 -5.520 -1.744 0.001
C -3.317 4.744 1.892 0.115
C 4.337 -2.926 -2.454 0.005
C 5.523 -3.648 -2.504 0.001
C -1.023 5.417 2.471 0.108
C -5.872 -0.173 -1.438 -0.001
C -2.323 -5.414 0.613 0.000
C -1.709 1.150 4.230 0.002
C 4.801 -4.706 -0.439 -0.001
C -0.623 -1.439 -3.505 0.006
C 4.596 -1.937 4.602 0.000
C 5.740 -4.537 -1.472 0.000
C -1.527 -3.738 -0.847 0.007
C 0.291 3.575 -4.443 -0.001
C -3.798 5.579 2.863 0.007
C 2.481 -2.849 5.292 0.000
C -1.382 -0.433 1.990 0.028
C -3.434 1.149 -1.470 0.043
C -0.362 3.085 -5.571 0.022
C -2.912 6.341 3.640 0.203
C -3.569 -0.053 -0.768 0.004
C 2.598 -1.595 -2.812 0.009
C -0.817 0.845 2.011 0.035
C -2.178 -4.357 -1.906 0.002
C 1.704 -0.573 -3.434 0.003
C -1.913 4.639 1.676 0.094
C 4.124 2.047 0.114 0.001
C 3.731 1.956 2.490 0.005
C 3.787 -2.492 5.584 0.000
C 1.992 -2.649 4.018 0.003
C -1.299 2.422 -3.036 0.022
C -1.924 1.899 -4.172 0.020
C 2.783 -2.088 3.009 0.004
C 4.106 -1.731 3.323 0.001
C 2.088 -1.878 1.709 0.014
C -0.068 3.301 0.763 0.035
C 2.388 1.678 2.269 0.021
H -3.553 -6.937 -0.285 0.000
H -1.968 1.873 -6.316 0.000
H -1.025 -3.811 1.255 0.000
H 6.645 -5.131 -1.467 0.000
H 2.412 1.663 -1.134 0.002
H 5.010 -5.418 0.349 0.000
H 0.557 3.709 -0.032 0.012
H -1.838 1.770 5.110 0.000
H -2.391 -5.864 1.596 0.000
H -3.301 6.997 4.410 0.009
H 4.188 -2.646 6.578 0.000
H 1.155 4.220 -4.549 0.000
H -3.423 -6.005 -2.574 0.000
H 0.037 0.311 -2.686 0.000
H -4.901 -1.639 -0.202 0.000
H -6.586 1.435 -2.673 0.001
H 4.105 2.020 3.506 0.001
H 1.723 1.499 3.108 0.001
H 1.852 -3.290 6.056 0.000
H 0.973 -2.924 3.774 0.001
H -1.474 -0.820 -3.793 0.001
H 2.903 -4.144 0.385 0.000
H -4.010 4.130 1.331 0.004
H -6.827 -0.683 -1.426 0.000
H 5.641 2.351 1.599 0.000
H -2.207 -3.745 -3.964 0.001
H -0.852 6.881 4.001 -0.002
H 0.041 5.413 2.279 0.003
H -2.783 1.245 -4.074 0.001
H -0.210 -1.861 -4.421 0.001
H 0.350 3.628 -2.308 0.002
H 0.386 3.550 1.709 0.003
H -4.865 5.642 3.036 -0.002
H -4.431 2.623 -2.704 0.000
H 4.809 2.169 -0.717 0.000
H -2.720 -0.467 -0.239 0.001
H -2.497 -1.927 3.048 0.000
H -0.012 3.359 -6.560 0.001
H 2.129 0.424 -3.306 0.000
H 1.645 -0.753 -4.509 0.001
H 4.192 -1.670 -4.189 0.001
H 5.618 -1.664 4.827 0.000
H -2.773 -0.516 5.063 0.000
H -3.251 3.649 -0.343 0.007
H -0.611 2.650 3.200 0.001
H 6.229 -3.538 -3.318 0.000
H -1.290 -1.050 1.110 0.020
H -1.944 4.428 -1.225 0.016
```

As for the LUMO energy (spin up / spin down): -6.9 / -10.2 eV. The calculation puts the HOMO energy (spin up / spin down) at -0.53100 / -0.53086 Eh. Its spin multiplicity is 5. The frontier orbital gap (spin up / spin down) is 0.278 / 0.156 hartree. As for the net charge: +3.

***

no.,E (a.u.)
1,-5212.06873
2,-384.01512
3,-539.83092
4,-382.44170
5,-1823.29043
6,-5978.84496